Density functional theory data (the ωB97M-V functional and the def2-TZVPD basis) for C35H62Cl2N2O18S7 as an isolated structure at a distorted geometry.

XYZ file:
```
126
Properties=species:S:1:pos:R:3:forces:R:3
C 2.711501 5.511942 3.665948 -0.545 0.431 -0.612
C 1.760450 5.329993 2.469562 0.700 -0.279 0.900
Cl 1.003964 6.826362 1.906044 0.550 -0.834 0.167
C 1.495337 4.142409 1.905290 -0.546 0.747 -0.435
Cl 2.308844 2.688494 2.551602 -0.511 0.880 -0.328
C 0.517467 4.004382 0.758198 0.706 -0.469 0.090
C 0.907866 3.479045 -0.459504 -1.182 0.105 -0.536
C 2.311164 2.967186 -0.780081 -0.565 0.273 -0.571
C 3.313129 4.070221 -1.146365 1.186 0.210 0.117
C 2.980177 5.419012 -1.385567 0.345 -0.122 -0.088
C 3.979252 6.351238 -1.723861 0.505 0.214 -0.073
C 5.343763 6.000967 -1.799608 -0.951 -0.789 0.224
C 5.682681 4.652664 -1.562271 -0.440 0.721 -0.116
C 4.684902 3.702561 -1.261646 0.346 -0.369 -0.151
C 5.180229 2.247647 -1.067630 -0.605 0.526 -0.087
C -0.116339 3.374222 -1.525240 0.141 0.356 1.152
C -1.415205 3.770110 -1.335915 -0.518 -0.127 -0.626
C -1.898974 4.311438 -0.081769 2.144 -0.783 -0.862
N -3.139670 4.702748 0.229635 1.543 0.237 1.260
S -2.964372 5.216858 1.788167 0.145 -0.058 -0.508
N -1.400015 4.931553 2.074427 -0.148 -0.174 -0.491
C -0.857292 4.422703 0.950871 -1.686 0.174 0.053
H 2.125039 5.491388 4.605952 0.324 -0.019 -0.450
H 3.473665 4.718199 3.681078 -0.355 0.405 0.020
H 3.185930 6.505180 3.572736 -0.125 -0.533 0.146
H 2.213248 2.313385 -1.676092 0.042 0.239 0.550
H 2.684624 2.321438 0.032544 -0.051 0.479 -0.316
H 1.936512 5.754870 -1.326514 0.443 -0.183 0.033
H 3.743033 7.404019 -1.946853 -0.214 -0.636 0.212
H 6.087236 6.766874 -2.055868 -0.308 -0.493 0.150
H 6.741801 4.356166 -1.624691 -0.640 -0.034 0.050
H 5.850407 1.959437 -1.900826 -0.137 0.235 0.636
H 4.355839 1.514104 -1.070542 0.401 0.345 0.095
H 5.688974 2.205302 -0.088242 -0.023 -0.286 -0.524
H 0.172037 2.944608 -2.492367 -0.057 0.237 0.454
H -2.121906 3.666246 -2.170490 0.271 0.029 0.424
O 2.987915 8.604807 -5.610800 0.095 0.137 0.252
S 1.966895 9.606184 -5.664086 -0.517 -0.068 -0.333
O 2.142546 10.879829 -5.036899 0.253 -0.104 0.081
O 0.590022 8.967874 -5.164621 0.070 0.058 -0.329
C 0.557897 8.350566 -3.866880 0.035 -0.158 0.788
C 0.559869 9.375772 -2.748962 0.191 0.216 -0.011
C 1.497073 9.868397 -7.342860 -0.117 -0.047 -0.066
H 1.388260 7.648125 -3.761874 0.061 0.079 -0.164
H -0.363596 7.770585 -3.822880 -0.007 0.065 -0.335
H 1.498748 9.928821 -2.721765 -0.014 -0.036 0.009
H 0.429762 8.887581 -1.781602 -0.058 -0.081 -0.063
H -0.240076 10.103668 -2.890813 -0.035 -0.080 0.019
H 1.328512 8.905717 -7.818917 0.001 0.008 0.046
H 2.315014 10.393624 -7.832506 0.041 -0.020 0.109
H 0.597681 10.479315 -7.364263 0.025 -0.013 0.038
O -0.333369 -1.116653 -0.738211 0.303 -0.055 -0.250
S 0.355270 -0.993513 0.514145 -0.399 -0.036 0.941
O 1.734008 -1.353922 0.643543 0.030 0.073 -0.440
O -0.488868 -1.744585 1.627546 0.338 0.394 -0.113
C -0.818557 -3.129107 1.394257 0.085 -1.213 -0.096
C 0.367594 -4.050919 1.589016 0.291 0.286 -0.097
C 0.150118 0.641982 1.130899 -0.258 -0.190 0.016
H -1.251114 -3.245198 0.397888 -0.010 0.189 0.019
H -1.594107 -3.385174 2.113920 0.166 0.341 -0.073
H 1.138208 -3.869737 0.839292 -0.009 -0.062 -0.002
H 0.058724 -5.092459 1.505661 -0.105 0.060 0.003
H 0.823972 -3.892428 2.564079 -0.067 -0.025 -0.013
H -0.900671 0.918545 1.064723 0.027 -0.008 -0.101
H 0.750038 1.301166 0.514181 0.002 -0.148 -0.014
H 0.500224 0.675929 2.158282 0.007 -0.056 -0.034
O -0.821513 -6.735407 -0.140404 0.251 -0.267 0.112
S -1.890096 -7.687563 -0.175169 -0.732 0.178 -0.378
O -1.849910 -8.878285 0.619540 0.308 0.089 0.095
O -2.180212 -8.085774 -1.692890 -0.153 0.158 0.203
C -1.094885 -8.593689 -2.484850 0.568 -0.410 -0.288
C -0.740680 -10.021858 -2.115643 0.021 -0.071 0.282
C -3.412782 -6.855987 0.132857 -0.098 0.123 -0.120
H -0.226976 -7.936004 -2.402306 -0.105 0.080 0.141
H -1.428204 -8.561134 -3.521516 -0.252 0.194 0.134
H -0.339012 -10.080901 -1.104146 0.006 0.015 -0.036
H 0.011358 -10.418883 -2.799045 -0.054 0.074 -0.075
H -1.625339 -10.659130 -2.150405 0.021 0.025 -0.080
H -3.463967 -5.966430 -0.493526 0.043 -0.052 -0.047
H -3.426009 -6.579119 1.185862 0.117 -0.069 -0.003
H -4.233600 -7.536029 -0.083130 0.051 -0.020 -0.002
O 2.341521 -5.098412 3.827259 0.293 -0.034 -0.091
S 3.341331 -5.439967 4.793029 -0.106 -0.285 0.531
O 4.710724 -5.071724 4.607675 -0.089 0.113 -0.240
O 3.259142 -7.006722 5.088774 -0.117 0.244 0.221
C 3.366118 -7.916115 3.978927 0.240 -0.420 -0.650
C 4.790115 -8.024944 3.468470 0.161 0.256 -0.017
C 2.825170 -4.882450 6.384135 -0.063 -0.077 0.109
H 2.680574 -7.621456 3.181608 -0.019 0.162 0.112
H 3.038465 -8.888663 4.344505 -0.110 0.189 0.270
H 5.127095 -7.084440 3.032918 -0.030 -0.032 -0.010
H 4.863364 -8.795757 2.700177 -0.094 -0.044 0.061
H 5.473765 -8.267897 4.283164 -0.050 -0.070 -0.017
H 1.794393 -5.185818 6.549632 0.030 -0.021 -0.029
H 2.905113 -3.796951 6.391307 0.032 -0.030 -0.112
H 3.484867 -5.308502 7.136364 0.002 -0.005 -0.047
O -3.863634 -3.409808 -4.600170 -0.212 -0.324 0.129
S -3.423683 -3.252770 -3.245758 0.411 0.722 0.203
O -3.341381 -4.377357 -2.358757 -0.169 -0.180 -0.232
O -4.293971 -2.108173 -2.548393 0.272 -0.007 -0.109
C -5.723419 -2.236752 -2.549340 -0.686 -0.216 0.122
C -6.199727 -3.281882 -1.558631 0.128 -0.281 0.043
C -1.882328 -2.403823 -3.220699 -0.028 0.050 0.128
H -6.083453 -2.452737 -3.557711 0.183 -0.042 -0.032
H -6.121328 -1.263325 -2.264520 0.322 0.089 -0.028
H -5.874869 -4.280744 -1.850921 -0.030 0.030 -0.033
H -7.289254 -3.286850 -1.500619 0.016 0.112 -0.023
H -5.790393 -3.084309 -0.566355 -0.048 0.104 -0.028
H -1.945954 -1.529026 -3.862948 -0.066 -0.024 0.020
H -1.121221 -3.087969 -3.592069 -0.103 -0.076 0.005
H -1.658712 -2.121451 -2.193318 0.013 -0.002 -0.081
O -3.108910 -1.857635 1.961350 -0.533 0.377 -0.195
S -4.269623 -1.170406 2.437022 -0.278 0.105 0.651
O -5.154373 -0.496312 1.536952 0.169 -0.101 -0.225
O -3.836772 -0.158948 3.595181 -0.130 -0.329 0.050
C -2.820006 0.820714 3.313560 0.365 0.597 -0.294
C -3.349273 1.944857 2.443736 -0.111 -0.172 -0.282
C -5.220217 -2.264280 3.441589 -0.011 0.005 0.137
H -1.947904 0.343870 2.861443 -0.175 -0.222 0.047
H -2.504246 1.224139 4.275239 -0.187 -0.260 0.124
H -3.611387 1.581310 1.449128 0.004 0.012 0.007
H -2.600732 2.731148 2.324843 0.031 -0.255 0.193
H -4.251860 2.376957 2.878118 0.072 0.024 0.045
H -4.561089 -2.757219 4.151920 0.009 0.040 -0.015
H -5.679942 -2.997641 2.781340 0.060 0.063 -0.073
H -5.989947 -1.691432 3.953404 0.029 0.009 -0.028
```
Positions in Å, forces in eV/Å.

=====

Density functional theory data (the ωB97M-V functional and the def2-TZVPD basis) for a 4-piece molecular cluster, C35H62IN2O2S overall at a distorted geometry.

XYZ file:
```
103
Properties=species:S:1:pos:R:3:forces:R:3
C -4.749240 1.011590 4.896939 -0.310 0.611 -0.320
C -6.029607 0.733405 3.858887 1.497 1.209 -0.129
S -5.881452 -0.971200 3.014363 0.586 0.446 -0.235
C -4.408522 -0.879197 1.811995 -1.326 2.154 -0.867
O -3.106757 -1.103660 2.462032 1.001 -4.460 0.326
C -2.829179 -2.531076 2.683666 -5.143 -3.638 -1.884
O -3.777742 -3.466244 2.399756 6.323 5.894 1.838
C -1.387365 -3.145116 3.233325 3.072 0.117 1.211
C -1.097566 -4.763524 3.169447 3.095 2.361 1.571
C 0.366201 -5.315731 3.712788 -2.592 3.331 -0.596
N 1.388562 -4.343965 4.288990 -3.858 1.657 -1.672
C 1.188216 -2.844765 4.375444 -1.997 -0.758 -1.473
C 2.410838 -1.955534 5.014180 -0.241 -0.790 1.468
C 2.386154 -2.244562 6.657694 -0.298 -0.213 0.372
C 0.997775 -1.694362 7.377800 0.203 -1.402 0.081
I 1.140597 0.422215 8.015217 -0.026 -1.235 -0.496
C -0.230862 -2.147267 3.830727 0.740 -2.728 0.040
C -0.306252 -0.513071 3.936224 -0.106 4.804 0.257
C 0.646275 0.529875 3.038204 -3.005 0.532 3.158
C 0.432485 2.113775 3.348587 -0.511 -1.681 0.489
N -0.460091 2.820788 4.310153 -0.280 -5.872 -0.456
C -1.361484 1.954110 5.121257 3.000 -2.079 -2.744
C -1.297656 0.337280 4.963248 1.187 0.304 -1.112
H -4.031311 1.737502 4.321604 -1.125 -1.583 1.217
H -5.089288 1.576821 5.873144 0.524 -1.172 -1.968
H -4.191520 0.028126 5.208310 -1.236 1.914 -0.764
H -5.941635 1.513368 2.959584 -0.507 -1.530 2.189
H -7.044035 0.860366 4.443849 1.962 -0.694 -1.574
H -4.590237 -1.525068 0.849386 0.410 0.855 2.330
H -4.396454 0.254613 1.438937 0.417 -2.486 0.938
H -1.923797 -5.501760 2.736132 2.098 1.825 1.079
H 0.588559 -6.480406 3.636268 -0.188 2.962 0.389
H 2.300710 -4.731223 4.616897 -1.091 0.488 -0.393
H 3.456035 -2.316455 4.628385 -2.148 0.646 0.421
H 2.296631 -0.796732 4.899078 -0.121 -2.404 -0.271
H 2.416449 -3.403735 6.845259 -0.058 2.111 -0.416
H 3.360275 -1.805117 7.189289 -2.283 -0.775 -1.345
H 0.050839 -1.789533 6.693941 1.962 0.245 1.219
H 0.804421 -2.330043 8.351079 0.434 1.463 -1.983
H 1.415547 0.103918 2.237666 -1.871 1.244 1.898
H 1.119299 2.834915 2.686104 -1.788 -1.697 1.754
H -2.091546 2.488359 5.899608 1.858 -1.449 -1.981
H -2.028169 -0.299203 5.652568 1.775 1.499 -1.646
C 0.150395 -1.635076 -0.736677 0.093 -0.102 0.088
C 0.377189 -0.136914 -0.609244 -0.189 0.119 -0.049
C -0.087665 0.653564 -1.836050 0.089 0.176 0.014
C 0.635411 0.320959 -3.145949 -0.011 -0.169 -0.007
C 2.155475 0.498361 -3.121257 -0.115 0.040 -0.169
C 2.590951 1.933554 -2.865141 0.201 0.015 0.056
H 0.725047 -2.062458 -1.563236 -0.099 0.023 0.084
H 0.463687 -2.142287 0.181946 -0.031 -0.088 -0.062
H -0.909030 -1.856743 -0.900682 0.084 -0.009 -0.036
H 1.435809 0.058653 -0.406157 0.003 0.036 -0.060
H -0.175345 0.225180 0.266046 0.041 0.046 -0.069
H 0.017472 1.723809 -1.623225 -0.022 -0.155 -0.051
H -1.161681 0.480979 -1.981308 0.074 0.009 0.039
H 0.217248 0.953034 -3.939355 0.051 -0.057 0.072
H 0.408322 -0.711918 -3.434771 -0.021 0.068 0.006
H 2.556731 0.182607 -4.091674 -0.053 -0.049 0.133
H 2.606867 -0.161116 -2.373200 -0.030 -0.043 -0.012
H 2.181832 2.606745 -3.624808 0.014 -0.024 0.103
H 3.682816 2.006814 -2.900693 -0.143 0.087 0.011
H 2.267452 2.284034 -1.881095 0.004 0.042 -0.066
C -1.138654 4.059998 -0.711966 -0.147 -0.046 0.180
C -1.704422 4.397262 -2.082485 0.104 0.020 -0.147
C -0.933370 5.509131 -2.800276 -0.087 0.014 -0.129
C -0.936774 6.871465 -2.097899 0.060 -0.034 0.142
C -2.319988 7.468461 -1.827738 0.144 0.105 -0.027
C -3.111310 7.754538 -3.095406 -0.209 0.019 0.027
H -1.199569 4.911479 -0.028336 0.046 -0.076 -0.039
H -1.703067 3.234903 -0.264821 0.111 0.053 0.038
H -0.091143 3.751084 -0.787535 -0.038 0.092 0.047
H -2.762583 4.664616 -1.987716 0.075 0.007 -0.031
H -1.670292 3.494740 -2.704442 -0.049 0.085 0.006
H -1.339883 5.619781 -3.812341 0.046 0.005 0.087
H 0.108695 5.189916 -2.929115 -0.078 0.004 0.014
H -0.359987 7.575471 -2.710732 -0.066 -0.055 0.060
H -0.398226 6.791576 -1.146370 -0.008 -0.002 -0.077
H -2.189963 8.409903 -1.280748 0.001 -0.141 0.004
H -2.900789 6.810851 -1.173158 0.053 0.000 0.005
H -2.565521 8.441868 -3.749127 -0.053 -0.091 0.018
H -4.070712 8.217736 -2.842828 0.103 -0.046 -0.123
H -3.322744 6.838846 -3.654549 0.017 0.095 -0.005
C 4.357511 -3.992944 -7.375497 0.199 -0.079 -0.060
C 3.374885 -4.789456 -6.531590 -0.166 0.015 -0.032
C 2.257564 -3.931784 -5.929936 -0.067 -0.116 0.062
C 2.717303 -2.839633 -4.957749 0.107 0.057 -0.104
C 3.524360 -3.329145 -3.752880 -0.079 0.152 -0.020
C 2.742383 -4.265395 -2.843507 0.122 -0.141 0.101
H 4.887066 -3.243451 -6.780591 -0.035 -0.028 -0.084
H 5.107894 -4.661585 -7.810384 -0.066 0.162 0.011
H 3.843003 -3.482970 -8.196242 0.069 -0.006 0.089
H 3.916052 -5.322324 -5.742061 -0.063 0.025 -0.017
H 2.917890 -5.559785 -7.164274 0.030 0.051 0.131
H 1.542903 -4.592078 -5.424917 0.028 0.067 -0.025
H 1.699951 -3.454885 -6.746044 0.061 -0.049 0.075
H 1.829711 -2.305071 -4.596784 0.060 -0.023 0.002
H 3.314124 -2.097222 -5.500386 -0.062 -0.055 0.030
H 3.835033 -2.456203 -3.166473 0.030 -0.046 -0.095
H 4.445080 -3.821371 -4.081879 -0.050 0.044 -0.023
H 1.835127 -3.779751 -2.471089 0.023 -0.088 -0.060
H 3.353726 -4.547961 -1.980249 -0.119 -0.022 -0.045
H 2.455647 -5.184876 -3.361365 -0.024 0.079 0.069
```
Positions in Å, forces in eV/Å.

Calculated values
**Total charge**: +1

=====

Respective frontier orbital gap values: 7.85 5.73 eV.